Entry 1:
47
Properties=species:S:1:pos:R:3 method="wB97M-V/def2-TZVPD" e_homo_ev="-10.15 / -10.16" multiplicity=2 s2=0.77 energy_ev=-68731.2039 total_charge=+1 e_above_lowest_kcal_mol=0.0
Co -0.67592 0.26747 -0.32397
O 3.43097 -0.96122 0.08684
C 3.95464 0.29370 0.16804
C 5.33579 0.40972 0.28501
C 5.92085 1.65768 0.35045
C 5.14168 2.81183 0.29944
C 3.77238 2.69785 0.19525
C 3.15294 1.44429 0.13333
C 1.68394 1.35978 0.05050
O 1.15251 0.13369 -0.05723
N 0.95234 2.42376 0.09276
N -0.38940 2.05839 -0.04807
C -1.28408 2.89009 0.35560
C -2.69841 2.61871 0.30319
C -3.56501 3.63104 0.74288
C -4.92828 3.44402 0.77468
C -5.44741 2.21956 0.35427
C -4.62082 1.20573 -0.08171
C -3.23151 1.37303 -0.11254
O -2.48358 0.35755 -0.54010
H 2.46624 -0.81862 0.01000
H 5.92697 -0.49471 0.32055
H 6.99615 1.73565 0.44156
H 5.60490 3.78735 0.34210
H 3.14445 3.57694 0.15964
H -0.94310 3.83891 0.76057
H -3.13988 4.57532 1.06049
H -5.58251 4.22926 1.12375
H -6.51746 2.05910 0.36845
H -5.02587 0.25970 -0.41565
N -0.07836 -4.47848 -0.47767
C -0.72616 -3.82292 -1.67062
C -0.43409 -2.33132 -1.61943
N -0.88200 -1.72353 -0.36507
C -0.27931 -2.38272 0.79599
C -0.56281 -3.87645 0.81648
H 0.93562 -4.34899 -0.54079
H -0.24810 -5.48501 -0.48743
H -1.79372 -4.03247 -1.59893
H -0.32770 -4.29061 -2.56902
H -0.91292 -1.83139 -2.46005
H 0.64315 -2.15822 -1.70706
H -1.90321 -1.72471 -0.30608
H -0.65266 -1.92700 1.71184
H 0.79774 -2.20220 0.76672
H -1.63016 -4.09049 0.87730
H -0.04877 -4.37908 1.63374

***

Entry 2:
15
Properties=species:S:1:pos:R:3 method="wB97M-V/def2-TZVPD" e_homo_ev="-14.89 / -14.29" energy_ev=-7828.0532 total_charge=+1 e_above_lowest_kcal_mol=176.1
C -3.64883 0.26021 -0.36425
C -2.44215 0.15111 0.02847
C -0.17495 -0.50592 0.35874
C 0.22808 -1.84180 0.15812
C 1.90189 0.82892 -0.47157
C 0.95247 0.56510 0.63947
N -1.27141 0.19421 0.41445
H -4.59324 0.03733 -0.76793
H 1.26821 -1.88636 -0.22125
H -0.51615 -2.54940 0.48686
H 1.21816 1.28132 -1.40801
H 2.40497 -0.05869 -0.94321
H 2.56948 1.74628 -0.31378
H 0.50512 1.58248 0.93145
H 1.59837 0.19520 1.47244

***

Entry 3:
12
Properties=species:S:1:pos:R:3 method="wB97M-V/def2-TZVPD" e_homo_ev="-8.30 / -8.40" energy_ev=-23477.5136 e_above_lowest_kcal_mol=92.2
C -1.52985 0.12673 1.09807
C 0.18389 -0.17116 -0.56245
F -0.53698 -0.49102 -1.68601
P 1.01428 1.44936 -0.69490
P 0.75720 -1.70071 0.37436
H -1.75052 -0.83688 1.49101
H -1.46458 1.01341 1.74759
H -2.03142 0.45120 0.16923
H 0.18337 1.83187 -1.88883
H 2.09994 0.93829 -1.24977
H 1.93886 -1.83424 -0.13271
H 1.13581 -0.77685 1.33441